The following is a quantum chemistry calculation of a structure of composition C42H54BrCl2N3O2SZn, from the Open Molecules 2025 dataset.

Its LUMO energy is 3.815 eV. As for the total energy: -7619.5222 Eh. As for the HOMO energy: -0.008 hartree. As for the charge: -2.

Structure (XYZ):
```
106
C42H54BrCl2N3O2SZn (ωB97M-V/def2-TZVPD)
H -2.740 -2.046 -4.508
H 2.888 -6.675 2.899
H -0.535 3.697 -3.893
C -0.338 0.445 -0.728
H 4.222 -5.550 -1.075
H 5.120 -2.566 -1.227
C 4.096 -2.166 -1.001
H -3.942 4.764 -0.383
C 2.626 -0.123 4.388
C -2.318 0.249 -5.529
C 4.975 -1.214 5.112
C -0.931 4.514 -3.301
H 1.220 -2.090 -1.196
Zn 1.752 -0.946 1.025
C 0.917 -4.808 3.176
Cl 0.989 0.417 4.031
C -3.850 -0.272 0.866
C 3.046 -3.294 -1.270
C 0.969 -3.677 4.219
C 0.470 3.540 0.985
C -0.794 0.732 -3.108
H -2.289 1.939 1.420
C -3.408 5.239 -1.201
H -4.013 -1.728 -3.312
C -4.138 1.130 -4.029
N -1.962 4.887 -1.055
C -1.789 -1.548 1.418
C 1.743 -2.738 -1.892
H 0.785 -2.735 3.666
H -0.698 3.336 -1.534
H -4.868 1.115 -4.842
H -0.712 -1.531 1.550
Cl 6.220 -0.734 2.813
H -1.870 1.210 -5.588
C 0.106 4.703 0.246
H -0.118 5.223 -3.054
H -1.530 -0.508 -5.626
O 0.455 0.461 0.278
N 2.351 5.150 -0.418
C 2.780 -0.613 5.658
H -4.719 6.864 -1.415
C 4.856 -0.640 3.860
H -3.786 4.743 -2.136
C -3.569 -1.378 -4.253
H -4.073 -0.348 1.949
C 1.077 5.444 -0.418
H -4.379 -1.500 -4.995
H 0.261 -3.833 5.047
C -1.741 0.121 -0.594
C 2.753 4.108 0.348
C 3.598 -5.406 -0.143
H 2.290 2.487 1.710
H 1.101 -3.589 -2.079
H -2.325 -1.708 2.396
H -3.251 7.369 -0.453
H -4.749 0.906 -3.128
N 1.389 -2.729 1.230
H 3.465 -3.898 -2.071
C 2.022 -3.853 1.089
H 3.994 -1.559 7.080
H 1.876 -0.585 6.265
C -3.010 0.059 -4.182
C -1.359 5.129 0.118
C -2.515 0.067 -1.715
C 3.949 -1.108 6.104
H -2.260 3.099 -2.204
C -3.676 6.764 -1.284
H -2.069 -2.362 0.746
H 3.998 -1.349 -1.709
C 3.637 -6.341 0.956
C 2.904 -4.207 -0.117
C -1.474 3.887 -2.045
H 5.921 -1.673 5.323
H -4.125 -1.171 0.387
H 0.718 6.278 -0.966
O -1.918 5.691 1.037
C -2.280 -0.170 0.815
H -0.556 -5.758 1.768
S 3.422 0.514 1.810
H -2.306 0.809 2.839
H -3.119 7.119 -2.162
H 3.982 -1.701 0.044
C -2.085 0.314 -2.994
H -1.696 5.085 -3.886
Br 1.681 1.666 -2.221
C 2.820 -5.999 2.047
H -0.361 1.099 -4.051
H 2.039 -3.540 4.534
C -1.933 0.941 1.818
H -4.427 0.575 0.427
H -3.541 -0.251 -1.556
H -3.025 0.109 -6.414
H 2.042 -2.250 -2.806
H 4.279 -7.243 0.881
H -0.263 2.917 1.504
C 1.823 3.289 1.066
H -3.770 2.164 -4.028
H 0.924 -5.717 3.784
C -0.418 -4.857 2.379
C 2.013 -4.881 2.162
C 0.068 0.769 -2.020
C 3.634 -0.128 3.427
H -0.426 -3.963 1.743
H -0.797 0.970 1.886
H -1.229 -4.742 3.052
H 3.807 3.888 0.435
```

***

The following is a quantum chemistry calculation of a structure of composition C42H54BrN5O3PPt, from the Open Molecules 2025 dataset.

The spin multiplicity is 5. Its LUMO energy (alpha / beta) is -7.715 / -11.277 eV. Its energy above the lowest of the compared OMol25 structures with the same formula, charge and spin is 2.139 eV. As for the total energy: -5166.0345 Eh. As for the HOMO energy (alpha / beta): -0.601 / -0.598 hartree. As for the charge: +3.

Structure (XYZ):
```
107
C42H54BrN5O3PPt (ωB97M-V/def2-TZVPD)
C 3.518 -1.241 3.453
H -0.110 -3.018 3.639
O 0.315 -0.587 -0.039
C 0.078 0.618 5.149
C -2.302 2.204 -3.101
H 1.689 -3.156 1.194
C 0.034 -0.486 4.080
P 0.524 -1.240 1.433
C 3.232 -1.833 0.568
C -3.627 1.298 -4.866
C 1.260 -0.858 -6.706
C -4.354 2.384 1.730
C 3.907 2.180 -2.558
C -3.071 -3.234 1.119
C 2.671 -2.402 2.945
H 3.430 0.277 0.993
H -1.702 -5.028 3.760
C -1.178 3.538 0.040
C -3.472 0.713 0.280
H -3.049 -3.457 0.049
H 1.131 1.680 1.530
H -1.286 4.063 -3.111
C 0.828 2.381 3.591
H -3.595 -5.048 2.193
H -2.376 -1.075 -2.810
N -0.708 3.111 -1.307
H -3.532 -0.243 -0.219
C 2.936 3.142 -2.327
H -5.322 0.496 1.315
H -2.412 -1.555 2.325
H 1.731 2.587 4.168
H -0.925 -1.003 4.141
C 0.621 3.743 -1.558
H 0.582 3.326 3.105
N -2.401 1.477 0.017
H 3.886 -2.707 0.528
H 1.994 -3.993 -6.286
C -2.331 2.713 0.520
C 2.091 -2.193 1.523
H 0.798 -1.227 4.296
H -0.788 0.389 2.276
H 1.893 -2.667 3.656
C 0.658 -1.493 -4.445
H 0.553 4.427 -2.403
H 0.271 -1.258 -3.458
H -0.339 3.455 0.725
H 2.884 -0.389 3.708
O 0.372 1.314 -3.985
H -4.092 -2.932 1.355
C -2.696 -4.501 1.918
C 3.632 0.853 -2.260
C -3.074 2.396 -4.233
H 1.078 0.674 5.586
C -3.395 0.022 -4.358
N 1.491 1.478 -1.469
H -5.115 2.734 2.416
N 1.712 -2.079 -6.979
H -4.230 1.431 -5.755
H -3.236 3.397 -4.613
C -0.675 -2.559 1.551
O -0.219 1.305 -6.168
H -2.442 -3.444 3.780
C -2.603 -0.110 -3.243
H 3.994 -1.541 4.388
H -0.352 2.724 5.362
H -0.443 -3.132 0.641
C 1.157 1.277 2.547
H -2.551 3.948 -1.904
H 5.115 0.054 2.787
C 1.722 2.753 -1.798
N -2.080 0.971 -2.628
C 1.154 -2.738 -4.732
Br 1.140 -4.083 -3.435
H 4.352 0.069 -2.450
C -3.282 3.197 1.400
C -2.113 -2.072 1.408
H 1.358 -0.102 -7.473
H 0.170 -4.320 2.515
C 0.750 -0.540 -5.443
C -4.468 1.135 1.134
H -2.148 -1.350 0.599
H 2.129 -0.468 -1.455
H 3.309 -3.287 2.867
H -2.110 -5.177 1.290
H 3.111 4.181 -2.574
H 4.881 -0.467 0.352
H -0.599 0.353 5.960
C -0.270 1.980 4.571
H -3.195 4.200 1.798
H 2.180 0.944 2.696
C 0.198 0.062 2.637
C -1.878 -4.141 3.152
C 4.596 -0.842 2.446
H -3.818 -0.858 -4.822
H -1.461 4.594 -0.004
Pt -0.523 0.859 -1.209
C 4.045 -0.630 1.035
H 2.843 -1.714 -0.438
H 4.861 2.463 -2.982
H 5.348 -1.634 2.405
C 0.299 0.835 -5.102
H 0.878 4.350 -0.688
H -1.249 1.939 4.078
C 2.412 0.535 -1.710
C -1.728 3.399 -2.370
C -0.528 -3.523 2.777
C 1.651 -3.000 -6.026
```

***

The following is a quantum chemistry calculation of a cluster of 12 separate species, C42H54N18O18 in total, from the Open Molecules 2025 dataset.

Its LUMO energy is -0.930 eV. As for the structure (SMILES): O=[N+]([O-])c1ccccc1.O=[N+]([O-])c1ccccc1.O=[N+]([O-])c1ccccc1.O=[N+]([O-])c1ccccc1.O=[N+]([O-])c1ccccc1.O=[N+]([O-])c1ccccc1.NC(N)=O.NC(N)=O.NC(N)=O.NC(N)=O.NC(N)=O.NC(N)=O. As for the total energy: -3972.4270 Eh. As for the HOMO energy: -0.355 hartree.

Structure (XYZ):
```
132
C42H54N18O18 (ωB97M-V/def2-TZVPD)
C -2.786 -4.071 1.627
H 7.648 -4.779 0.017
H -0.032 6.238 2.736
N -0.467 2.350 4.206
C 6.617 0.693 1.668
H 1.358 5.574 -1.000
O -2.919 3.096 -0.231
H -2.559 -1.860 -4.319
N -6.017 7.875 -3.821
C -1.777 -4.203 2.585
C -1.787 -3.289 -2.998
H -0.348 -3.010 3.691
C -1.223 -3.008 3.007
H -2.739 0.828 -0.932
C -2.867 7.622 -1.744
H 2.095 0.526 0.168
N 4.645 -6.346 0.726
H -4.011 1.998 3.086
H -3.199 -4.997 1.255
C -1.712 -1.771 2.626
H 7.639 0.669 1.337
C 6.184 -0.406 2.385
H -5.193 0.287 3.454
H 1.758 4.798 0.453
H -1.427 -5.158 2.927
H -4.004 9.227 -2.567
C -0.501 0.018 -5.803
H -4.902 -0.533 4.957
H 0.996 0.250 -4.385
C 5.878 1.884 1.643
N 1.107 2.407 5.884
O 3.303 -3.207 -3.341
H 0.982 4.945 2.176
H 8.017 -6.400 -1.907
C 0.361 -0.420 -0.734
O -4.710 -3.914 -0.288
C -3.176 -2.877 1.141
N -4.601 0.039 4.221
H -5.630 3.156 -0.043
H -0.366 -2.948 -4.490
H 0.950 2.587 0.707
H 6.502 -6.676 -3.733
N 3.970 -3.136 -2.327
C -4.876 5.986 -2.809
C 3.115 -4.416 0.904
O 1.641 2.970 3.675
H -3.625 4.340 -2.256
C -2.668 -1.677 1.638
C 3.443 -5.632 0.323
H -1.382 -0.791 3.020
C 6.328 -5.798 -3.043
H 4.077 2.887 2.257
H 0.632 -6.423 -1.229
H 6.636 -1.361 2.222
C -1.030 1.746 -0.023
N -1.238 0.767 -6.762
H -5.554 5.366 -3.291
N -6.272 0.041 0.370
H -2.098 8.278 -1.433
C 1.003 -4.482 -0.295
H 0.174 -3.639 -3.037
H -1.828 0.200 -7.363
C 2.566 -6.309 -0.492
C 1.323 -5.713 -0.758
O 4.948 -7.319 0.063
N 1.116 5.350 -0.088
C -3.770 5.394 -2.152
C 0.483 6.222 0.771
C 0.334 1.768 0.278
H -2.942 -0.754 1.137
H 2.071 2.314 6.098
O -4.414 -1.861 -0.550
O -1.686 3.240 1.550
H 0.542 1.720 -5.338
O -0.670 -1.179 -5.774
C 0.813 2.602 4.527
C -1.055 -0.445 -1.075
H -0.912 1.582 4.665
C 6.984 -4.816 -0.889
C 7.146 -5.728 -1.918
C 4.913 -0.265 2.981
H -2.704 2.651 4.166
C 5.249 -4.977 -3.126
N -2.812 -2.621 -3.651
N 0.528 5.789 2.032
H 6.310 2.824 1.248
H -6.566 -0.362 -0.500
H -1.502 -1.296 -1.589
C -3.965 8.185 -2.404
H 1.667 -2.814 1.080
O 3.121 -1.496 3.518
C 4.674 1.949 2.233
C -5.894 1.294 0.624
O 5.286 -5.882 1.655
H -0.018 -4.136 -0.446
C 1.021 0.624 -0.071
C 5.119 -4.049 -2.173
O 3.770 -2.316 -1.434
C -1.679 0.753 -0.741
O -2.958 0.540 5.702
C 4.111 0.877 2.901
H 3.218 0.864 3.411
O -1.927 -3.722 -1.852
C -2.798 6.233 -1.612
H 3.694 -4.008 1.726
H 0.533 1.794 6.477
C -3.578 0.841 4.660
O -6.011 9.114 -3.854
H 1.016 -1.278 -0.858
H 2.826 -7.362 -0.735
O -5.474 1.582 1.740
H -6.342 -0.551 1.121
C 1.925 -3.806 0.546
C -4.980 7.344 -2.909
H 4.543 -5.140 -3.908
N 0.377 0.768 -5.042
N -1.887 2.822 0.380
N -0.578 -3.403 -3.632
N -5.871 2.238 -0.396
H 5.804 -3.190 -0.356
H -3.653 -2.441 -3.151
H -6.119 2.166 -1.374
N -3.354 1.920 3.868
C 5.876 -3.971 -1.023
N 4.335 -1.470 3.444
N -4.151 -2.911 0.001
O 5.049 -2.469 3.609
H -0.782 2.294 3.217
O -6.682 7.175 -4.563
H -1.891 5.897 -1.233
H -1.061 1.713 -7.021
O -0.140 7.194 0.380
```

***

The following is a quantum chemistry calculation of a structure of composition C42H56BMnN10S5Se, from the Open Molecules 2025 dataset.

The spin multiplicity is 6. Its LUMO energy (alpha / beta) is -3.125 / -3.181 eV. Its energy above the lowest of the compared OMol25 structures with the same formula, charge and spin is 1.569 eV. As for the total energy: -7749.8056 Eh. As for the HOMO energy (alpha / beta): -0.327 / -0.345 hartree. As for the charge: +1.

Structure (XYZ):
```
116
C42H56BMnN10S5Se (ωB97M-V/def2-TZVPD)
C -3.187 0.819 5.012
H -4.838 2.058 3.135
C -0.742 0.601 -3.595
C 2.954 -2.343 -0.474
N -4.661 0.933 -1.023
N 1.261 0.852 0.900
H -1.929 -0.078 -6.028
N -4.635 -1.808 -0.837
H -2.367 0.674 7.656
H 2.374 1.564 5.221
C 1.820 1.988 4.382
H -3.608 2.059 1.866
C 5.156 -1.121 -0.664
H 4.692 -3.381 -2.251
H 4.238 3.577 -4.954
S -6.434 -3.635 -0.753
H -0.916 1.012 -7.008
H -0.487 -1.968 2.170
H 2.623 3.756 -4.247
N 0.768 1.336 -0.279
C -0.630 4.683 0.824
C 1.090 -0.288 3.627
H -2.112 1.657 -5.865
C -2.004 -1.246 5.004
H 1.561 -0.739 4.505
C 0.278 -2.205 -1.025
C 0.002 -4.714 -0.686
H 4.140 0.704 -2.612
C 3.239 3.138 -4.906
H -3.380 3.033 3.325
C -1.879 -1.195 3.620
C 1.839 0.990 3.224
C 1.915 1.204 -4.162
H -1.705 4.514 0.712
C -2.703 -0.273 7.229
H 6.223 -1.199 -0.445
H -0.306 5.307 -0.005
H -3.730 -0.437 7.565
H 0.046 -0.071 3.867
H -1.973 -2.900 2.321
C -1.381 0.865 -6.035
H 0.348 3.349 2.906
H 5.114 2.058 -3.216
H 2.303 2.930 4.107
C 3.292 0.647 2.885
C 1.184 1.563 1.968
C 3.332 1.700 -4.369
H -2.894 2.862 -1.255
N 2.408 -1.187 -0.688
S 0.044 3.374 -1.892
C 4.049 0.800 -5.384
H -0.731 -3.017 3.586
B 0.623 0.277 -1.282
H -2.835 -3.650 -0.698
C 0.947 1.187 -5.204
H -1.595 -2.099 5.538
H 0.804 2.195 4.727
C -2.628 -0.234 5.723
H -8.008 0.795 -1.261
H -0.741 -4.652 0.114
H 4.262 -3.728 1.461
C -2.397 -0.088 2.938
C -0.350 0.875 -4.952
N -3.771 -3.978 -0.505
H 6.101 -3.520 -1.193
S -2.388 0.521 -3.181
H 3.616 2.363 -2.319
H 0.622 -5.593 -0.518
C -5.886 0.276 -1.073
H -4.058 4.093 -1.269
H 4.692 -4.536 -0.906
H 5.058 1.178 -5.560
C -4.827 2.228 -1.116
H -3.719 1.600 5.552
H 5.037 -0.911 -1.729
Mn -2.888 -0.367 -0.993
C 0.845 -3.478 -0.700
C -4.783 -3.105 -0.712
Se -2.003 0.101 1.069
N -3.839 3.140 -1.035
N 0.276 0.520 -2.719
H 1.111 -1.007 2.804
C -3.091 0.916 3.625
C 0.509 2.820 1.975
N 1.564 0.801 -2.984
H -7.987 -1.749 -1.014
C 2.168 -3.526 -0.427
C -5.872 -1.179 -0.958
H 2.631 -4.481 -0.209
H 3.852 1.546 2.607
H 2.808 3.168 -5.910
H 3.312 -0.043 2.048
C 4.096 1.703 -3.046
C -6.966 1.069 -1.208
C -1.223 -2.337 2.887
C 4.762 -2.801 1.168
H -3.954 -4.962 -0.572
H 4.433 -2.009 1.842
C 4.465 -2.436 -0.296
H 4.127 -0.223 -5.008
S -6.486 2.719 -1.284
C -6.940 -1.999 -0.942
C 0.074 3.364 0.823
H 4.746 -0.280 -0.111
H 3.782 0.188 3.748
H 5.837 -2.941 1.300
N 1.079 -1.124 -0.947
H 3.527 0.776 -6.344
S -1.314 -2.105 -1.592
H 1.249 1.429 -6.215
C -3.762 2.083 2.941
C 0.296 2.641 -0.409
H -0.455 5.205 1.765
H -0.531 -4.828 -1.631
H -2.083 -1.072 7.634
C 5.010 -3.539 -1.217
```